1.
Computed, not measured: a 2-piece molecular cluster, C4H11NO overall, with wB97M-V/def2-TZVPD.

Computed properties:
⟨S²⟩ = 0.767
DFT total energy = -288.65503 hartree
Kohn-Sham gap (spin up / spin down) = 9.3 / 5.5 eV
Relative energy (zero: lowest compared OMol25 entry of this formula, charge and spin) = 158.1 kJ/mol
F_max = 2.48 eV/Å

```
! RIJCOSX wB97M-V def2-TZVPD def2/J DEFGRID3
* xyz 1 2
C -2.33324 0.84055 1.38400
H -1.17077 2.62531 1.39224
H -1.61779 2.10350 -0.78794
H -2.15900 -0.23044 1.51307
H 0.38808 -0.69916 -2.03269
C 2.87456 -2.11233 -0.75857
C 1.54086 -1.76647 -0.92627
C -1.08344 1.61465 0.97682
H 3.66537 -1.38659 -0.87579
H 3.00989 -3.10606 -0.36360
O -0.83950 1.70566 -0.42151
H -3.17350 1.04784 0.72407
H 1.78773 0.16579 -1.46647
H -2.57590 1.14971 2.40475
H -0.22193 1.17822 1.48042
N 1.09660 -0.56489 -1.32251
H 0.81198 -2.56530 -0.92002
*
```

Mulliken atomic charge list, values in e, 8 entries:
1 C -0.893
2 H 0.282
3 H 0.299
4 H 0.225
5 H 0.306
6 C -0.647
7 C 0.332
8 C -0.307

2.
Computed, not measured: a 2-piece molecular cluster, C46H55ClN4O6S overall, with wB97M-V/def2-TZVPD.

Computed properties:
DFT total energy = -3312.96907 hartree
Kohn-Sham gap = 3.4 eV
F_max = 8.69 eV/Å

```
! RIJCOSX wB97M-V def2-TZVPD def2/J DEFGRID3
* xyz 2 1
C -4.58082 1.61083 2.25936
H -4.07682 2.20500 -2.97351
H 3.13124 2.45703 -1.68548
H -7.36021 -9.22839 7.05011
C -0.10212 -0.59421 -0.13161
H 2.98152 5.73098 -0.80377
C -7.44459 -8.98798 5.98658
C -5.39440 -9.01056 4.64613
C 5.50351 1.59540 2.12158
H 0.86400 -1.68353 -6.33383
H 7.10214 5.80070 1.78240
C 3.88972 6.37597 -1.19883
C -3.70289 -7.28032 4.84622
H 5.63159 2.85197 -2.71246
H -0.14925 0.63021 -6.34976
C -1.22101 -7.50691 4.68724
H 1.41422 -5.17462 2.21334
C -10.56663 4.65454 -2.80239
H 3.43861 7.18170 -1.92814
H -5.12908 1.94045 3.25927
H 0.93476 -7.60066 4.44572
C 1.46013 -5.30501 3.29828
C -2.59875 0.05627 0.95945
C -3.38147 0.46802 2.36545
H -7.63897 -9.89655 5.41233
C 4.94749 2.83256 -4.98936
H -3.56507 -9.00229 3.53351
H 4.66744 -1.41020 -0.93433
C -4.53972 -6.64880 5.77140
H 5.41069 1.77057 -5.19330
C 0.60837 0.61502 -2.70566
C -2.14778 0.24822 -1.85673
H 1.97873 -0.54956 -5.29907
H 6.40471 7.36187 -1.64066
C -2.21721 -5.46953 3.93409
O 3.23084 0.94134 -3.22484
C -4.18368 1.88580 -0.61060
C -2.37704 -6.74102 4.49363
H -4.24150 -5.71783 6.25225
H 3.92869 3.01770 -5.56445
H -1.31797 -0.27115 -5.17697
H 6.28588 -0.43687 1.26080
C 0.02755 -7.01694 4.30763
C -1.33637 -1.04016 0.90580
O 6.12890 2.75765 2.77477
C 4.69096 3.12122 -3.36561
H 2.41134 3.01922 -3.33397
C -0.21164 0.09264 -5.28960
O -1.33053 -2.18841 1.59644
O -9.42139 3.76036 -2.54322
H 4.35165 6.98909 -0.28856
O 4.23722 1.26960 2.50278
N -9.14814 4.72089 -4.68840
H 5.85153 7.08427 -3.42691
C 5.74903 3.91336 1.94113
C 1.48939 -0.76213 0.22631
H -5.78261 3.13788 0.70977
H 5.25969 3.59487 0.91428
H 4.99110 4.63612 2.46400
C -4.59283 2.63825 -2.00871
N 0.14113 -5.79587 3.74269
H -3.07606 -4.82424 3.75601
H 1.65554 -4.35598 3.80289
C 0.20398 1.27463 -4.18140
C -0.94934 -5.01619 3.56241
H 5.50457 4.64838 -1.15128
C -5.76605 -7.22102 6.11960
H 0.89334 -1.81770 -4.38432
C 4.22465 -0.49678 -0.33803
H 7.26894 1.15610 0.63915
H -8.23618 -8.25566 5.80869
H -5.76331 -9.93905 4.21791
H 1.75472 -1.26334 1.27326
C 4.42050 4.76723 -3.26303
C 6.22441 6.51914 -2.44507
H -4.19512 3.75940 -1.91462
H 2.23528 -6.03175 3.55439
C 2.20784 0.43380 -2.25090
H 7.19731 5.87527 -2.66588
H 4.82901 5.32946 -4.22577
N -10.34666 5.23711 -4.18982
C -8.50344 3.76041 -3.69925
H -11.51618 4.88828 -2.12937
C 0.91753 -1.09650 -5.30547
C 7.18728 4.65884 1.52972
H -6.42908 -6.76154 6.84867
H 1.19513 1.76209 -4.63477
H -6.65772 1.75387 -1.54150
C -6.22838 2.70167 -2.10877
C 6.23051 0.69198 0.91671
C -4.95754 2.30188 0.78479
H -1.27754 -8.49658 5.13894
H 4.19423 -0.84530 0.80229
S -6.86903 2.80968 -3.87226
H 5.70591 3.65511 -5.38555
C -0.50150 0.10049 -1.59986
H 3.25874 5.02536 -3.22875
H 4.62702 1.84288 -0.22337
C -4.16192 -8.47428 4.27602
O -2.75439 -0.04419 -3.00973
C 3.30945 2.39587 -2.86285
C 5.06635 5.44063 -1.90304
C 5.18932 0.82815 -0.38495
H -6.56877 3.64079 -1.45673
H -3.04731 -0.06263 3.35512
Cl -1.03797 2.64756 -4.07182
C 2.68042 -0.25181 -0.83126
H 5.82678 0.80483 -1.38648
C -2.99934 0.75203 -0.50798
H -0.79613 -4.04031 3.10878
N -6.16337 -8.38762 5.56344
H 8.04312 4.12329 2.12116
H 7.36718 4.44815 0.36994
*
```

Mulliken atomic charge list, values in e, 8 entries:
1 C -0.437
2 H 0.358
3 H 0.202
4 H 0.374
5 C 0.320
6 H 0.304
7 C -0.860
8 C -0.093

3.
Computed, not measured: a 2-piece molecular cluster, C3H9ClN3 overall, with wB97M-V/def2-TZVPD.

Computed properties:
DFT total energy = -743.89618 hartree
Kohn-Sham gap = 8.7 eV
Relative energy (zero: lowest compared OMol25 entry of this formula, charge and spin) = 103.7 kJ/mol
F_max = 5.30 eV/Å

```
! RIJCOSX wB97M-V def2-TZVPD def2/J DEFGRID3
* xyz 1 1
H -1.84552 0.04915 -0.73919
H 2.70774 1.55856 0.53960
H 4.00251 -0.71398 -0.63576
Cl -0.10736 1.60433 1.06541
N -0.83920 -0.30794 -0.62105
H -4.21396 -0.25038 -0.72653
H -0.61072 -1.21299 -1.05527
H -3.53975 1.25630 -0.28460
H 4.75236 0.76368 -0.30590
C 2.76601 0.51960 0.04396
C 1.64308 -0.18858 -0.31402
C 0.13748 0.38032 -0.10884
H -3.30056 0.65326 -1.89065
N -3.42529 0.43967 -0.92440
N 3.99300 0.21446 -0.37164
H 1.64644 -0.91268 -1.16240
*
```

Mulliken atomic charge list, values in e, 8 entries:
1 H 0.385
2 H 0.230
3 H 0.203
4 Cl -0.097
5 N -0.265
6 H 0.268
7 H 0.236
8 H 0.276

4.
Computed, not measured: C4H6N2O as an isolated structure, with wB97M-V/def2-TZVPD.

Computed properties:
DFT total energy = -340.61115 hartree
Kohn-Sham gap (spin up / spin down) = 6.2 / 7.1 eV
Relative energy (zero: lowest compared OMol25 entry of this formula, charge and spin) = 482.5 kJ/mol
F_max = 1.03 eV/Å

```
! RIJCOSX wB97M-V def2-TZVPD def2/J DEFGRID3
* xyz 0 1
C 0.96539 -0.02541 -0.82975
C -0.15583 0.27221 0.99509
O 0.82580 0.89840 0.37530
H 1.22212 0.24946 -2.91950
C -0.44621 -0.86044 0.19839
H -1.31091 -2.37237 -0.58221
H -1.41551 0.22485 2.57673
C 0.70769 0.57186 -2.02629
H 1.80306 -0.69953 -0.70295
N -0.62031 0.69444 2.17347
H -0.09852 1.36258 2.71965
H -0.05185 1.33598 -2.11253
N -1.42492 -1.65202 0.13461
*
```

Mulliken atomic charge list, values in e, 8 entries:
1 C -0.014
2 C 0.262
3 O -0.336
4 H 0.285
5 C 0.425
6 H 0.269
7 H 0.229
8 C -0.880

> Which of these has the lowest F_max?

C4H6N2O